This record from the Open Molecules 2025 dataset describes an isolated ion of composition C4H7N3O3P and charge -1 at a distorted geometry. The level of theory is ωB97M-V/def2-TZVPD.

Element x y z (Å)
C -0.616 -0.199 -1.039
O -2.539 0.019 3.522
O -3.875 0.282 1.321
O -2.203 -1.864 1.606
N 0.015 -1.017 1.513
H 0.536 -1.869 -0.889
C -1.329 -0.887 1.181
H -1.276 -0.501 -1.827
P -2.675 -0.157 2.057
H -0.147 1.923 -1.288
C -0.445 1.189 -0.520
H 0.480 1.422 1.325
N 0.681 1.019 0.418
C 0.908 -0.407 0.539
H 0.265 -1.966 1.776
H -1.360 1.551 -0.030
H 1.947 -0.609 0.820
N 0.610 -0.858 -0.814

Properties
- charge = -1
- relative energy (zero: lowest compared OMol25 entry of this formula, charge and spin) (kJ/mol) = 0.00
- E_LUMO (alpha / beta) (Ha) = 0.1369 / 0.1283
- multiplicity = 3